This record from OMol25 describes a molecular structure, C29H42N4O12P2STb at a distorted geometry. The level of theory is ωB97M-V with the def2-TZVPD basis set.

* spin multiplicity: 7
* maximum force: 0.0486 Eh/bohr
* frontier orbital gap (spin up / spin down): 0.3013 / 0.3019 hartree
* charge: +1
* E_HOMO (spin up / spin down): -10.64 / -10.65 eV

XYZ file:
```
91
Properties=species:S:1:pos:R:3:forces:R:3
Tb 0.350 0.265 -0.034 -0.7 -1.8 -1.6
C 0.429 -2.591 -2.938 0.0 0.0 0.0
O -0.011 -2.271 -1.629 0.0 0.0 0.0
C -1.116 -3.068 -1.239 0.0 0.0 -0.1
C -1.836 -2.367 -0.122 -0.1 0.1 0.0
O -2.067 -1.035 -0.573 0.1 -0.1 0.0
C -3.144 -0.362 0.070 0.0 -0.1 0.0
C -3.282 0.960 -0.630 0.0 0.1 -0.1
O -2.003 1.563 -0.739 0.1 0.0 0.1
C -2.074 2.799 -1.436 0.0 0.0 0.0
H 0.745 -3.636 -3.000 0.0 0.0 0.0
H 1.274 -1.948 -3.176 0.0 0.0 0.0
H -0.368 -2.418 -3.667 0.0 0.0 0.0
H -0.787 -4.063 -0.919 0.0 0.0 0.0
H -1.796 -3.185 -2.090 0.0 0.0 0.0
H -1.250 -2.349 0.801 0.0 0.0 0.1
H -2.782 -2.877 0.072 0.0 0.0 0.0
H -2.927 -0.235 1.129 0.0 0.0 0.0
H -4.069 -0.934 -0.049 0.0 0.0 0.0
H -3.962 1.609 -0.070 0.0 0.0 0.0
H -3.697 0.820 -1.636 0.0 0.0 0.0
H -2.799 3.461 -0.956 0.0 0.0 0.0
H -2.377 2.638 -2.475 0.0 0.0 0.0
H -1.087 3.248 -1.416 0.0 0.0 0.0
C 8.910 -1.483 -0.071 -0.1 0.0 0.0
C 7.572 -0.793 -0.080 0.1 -0.1 0.0
C 6.396 -1.542 -0.190 0.0 0.0 0.0
C 5.161 -0.926 -0.215 0.0 0.1 0.0
C 5.107 0.460 -0.123 0.0 0.0 0.0
C 6.252 1.233 -0.013 0.0 0.0 0.0
C 7.481 0.593 0.006 0.1 0.0 0.0
S 3.555 1.266 -0.153 0.1 -0.3 0.0
O 3.766 2.664 -0.355 -0.1 0.1 0.1
O 3.133 0.827 1.306 0.1 0.0 0.1
N 2.539 0.548 -1.104 0.3 0.3 -0.2
C 2.529 1.018 -2.461 0.0 -0.1 0.2
C 3.635 1.501 -3.117 0.1 -0.1 0.1
C 3.585 1.931 -4.458 0.1 0.0 0.0
C 2.426 1.857 -5.165 0.0 0.0 -0.1
C 1.268 1.344 -4.539 -0.1 -0.1 -0.1
C 0.047 1.194 -5.235 0.0 0.0 -0.1
C -1.040 0.669 -4.602 -0.1 0.0 -0.1
C -0.923 0.324 -3.247 0.0 0.0 0.1
N 0.183 0.464 -2.556 0.3 0.2 -0.1
C 1.302 0.937 -3.187 0.0 0.0 0.1
H 8.920 -2.302 0.650 0.0 0.0 0.0
H 9.713 -0.793 0.182 0.0 0.0 0.0
H 9.128 -1.910 -1.052 0.0 0.0 0.0
H 6.456 -2.622 -0.257 0.0 0.0 0.0
H 4.246 -1.496 -0.297 0.0 0.0 0.0
H 6.176 2.310 0.054 0.0 -0.1 0.0
H 8.386 1.182 0.091 0.0 0.0 0.0
H 4.584 1.556 -2.600 0.0 0.0 0.0
H 4.485 2.313 -4.922 0.0 0.0 0.0
H 2.375 2.171 -6.200 0.0 0.0 0.0
H -0.003 1.490 -6.277 0.0 0.0 0.0
H -1.982 0.526 -5.114 0.0 0.0 0.0
H -1.767 -0.086 -2.707 0.0 0.0 0.0
C -0.108 3.353 3.798 0.2 -0.1 0.0
C -0.404 2.535 2.541 0.1 -0.1 -0.1
O -1.680 2.897 1.993 0.1 0.0 0.0
P 0.725 3.128 1.201 -0.2 0.6 -0.2
O 0.114 4.603 0.982 0.1 0.0 -0.1
O 2.121 3.578 1.782 0.0 -0.1 0.0
O 0.670 2.447 -0.159 -0.3 0.8 0.9
P -0.448 0.688 3.072 -0.4 0.0 0.2
O -1.981 0.861 3.716 -0.1 0.1 -0.1
O 1.765 1.051 1.711 0.1 -0.1 -0.4
O -0.816 -0.059 1.729 0.2 0.5 1.0
H -0.118 4.421 3.583 0.0 0.0 0.0
H 0.866 3.085 4.215 -0.1 0.0 0.0
H -0.877 3.145 4.543 0.0 0.0 0.0
H -2.343 2.416 2.513 0.0 0.0 0.0
H -0.840 4.576 0.835 -0.1 0.0 0.0
H 2.332 4.484 1.519 0.0 0.1 0.0
H -1.987 0.724 4.667 0.0 -0.1 0.1
C 2.733 -2.689 4.377 0.0 0.0 -0.1
C 2.480 -2.663 2.905 0.0 -0.1 0.0
C 2.910 -3.478 1.878 0.1 -0.1 0.0
C 2.366 -2.929 0.707 0.0 0.0 -0.2
N 1.633 -1.847 0.984 0.1 0.1 0.3
N 1.718 -1.726 2.331 0.0 0.0 0.1
C 2.581 -3.426 -0.685 0.0 -0.1 0.1
H 3.424 -3.491 4.625 0.0 0.0 0.0
H 1.808 -2.851 4.931 0.0 0.0 0.0
H 3.166 -1.746 4.715 0.0 0.0 0.0
H 3.547 -4.345 1.957 0.0 0.1 0.0
H 1.310 -0.925 2.796 0.0 0.1 -0.1
H 3.534 -3.954 -0.745 0.0 0.0 0.0
H 2.590 -2.606 -1.400 0.0 0.0 0.0
H 1.798 -4.125 -0.981 0.0 0.0 0.0
```
Positions in Å, forces in eV/Å.

This record from OMol25 describes 9 unconnected molecules or ions with the total composition C37H55F3O27S at a distorted geometry. The level of theory is ωB97M-V with the def2-TZVPD basis set.

* maximum force: 0.0279 Eh/bohr
* frontier orbital gap: 0.3971 hartree
* E_HOMO: -10.46 eV
* SMILES: O=S1(=O)CC[C@H](C(F)(F)F)CO1.C[C@@H]1COC(=O)O1.C[C@@H]1COC(=O)O1.C[C@@H]1COC(=O)O1.C[C@@H]1COC(=O)O1.C[C@@H]1COC(=O)O1.C[C@@H]1COC(=O)O1.C[C@@H]1COC(=O)O1.C[C@@H]1COC(=O)O1

XYZ file:
```
123
Properties=species:S:1:pos:R:3:forces:R:3
O 2.959 0.059 0.643 0.3 0.9 -0.4
S 3.005 1.490 0.459 -0.9 -1.0 0.5
O 1.759 2.157 0.157 0.7 0.0 0.0
C 3.754 2.217 1.882 0.3 0.0 0.4
C 4.723 3.409 1.685 0.4 -0.2 0.2
C 5.057 3.859 0.246 -0.3 0.5 0.0
C 4.827 5.364 0.135 -0.1 0.3 -0.1
F 3.570 5.720 0.532 0.6 -0.1 -0.1
F 4.956 5.809 -1.143 0.0 -0.2 0.6
F 5.698 6.073 0.894 -0.4 -0.3 -0.3
C 4.241 3.209 -0.885 0.4 0.5 -0.3
O 4.074 1.788 -0.677 -0.2 0.3 0.2
H 4.294 1.399 2.368 -0.2 0.1 -0.2
H 2.945 2.511 2.558 0.0 -0.1 -0.2
H 5.663 3.106 2.159 -0.2 0.1 -0.1
H 4.357 4.236 2.300 0.0 -0.1 -0.3
H 6.127 3.725 0.044 -0.2 -0.1 0.0
H 3.268 3.694 -0.998 0.0 -0.2 0.1
H 4.783 3.329 -1.823 -0.2 -0.3 0.1
C -0.026 7.852 4.549 0.2 0.0 0.2
C 0.875 6.960 3.735 -0.2 0.1 0.0
C 0.225 5.700 3.197 0.0 0.0 -0.1
O 1.326 4.784 3.154 -0.1 0.0 0.0
C 2.233 5.180 4.072 0.0 0.0 -0.1
O 3.177 4.532 4.399 0.0 0.0 0.2
O 1.928 6.404 4.550 0.0 0.0 0.0
H 0.494 8.761 4.845 0.0 0.0 0.0
H -0.906 8.131 3.969 0.0 0.0 0.0
H -0.346 7.341 5.458 -0.1 -0.1 -0.1
H 1.350 7.522 2.927 0.0 0.0 0.0
H -0.200 5.816 2.204 0.1 -0.1 0.0
H -0.532 5.303 3.878 0.0 0.0 0.0
C 3.020 -1.369 -4.999 0.0 0.0 0.2
C 3.489 0.014 -5.368 -0.1 -0.2 0.0
C 4.805 0.077 -6.113 0.0 0.0 -0.1
O 5.329 1.344 -5.696 0.0 -0.1 0.0
C 4.801 1.633 -4.487 0.0 0.1 0.0
O 5.176 2.523 -3.790 0.0 0.0 -0.1
O 3.801 0.784 -4.187 -0.1 0.0 0.0
H 2.041 -1.331 -4.522 0.0 0.0 0.0
H 2.945 -1.993 -5.890 0.0 0.0 0.0
H 3.711 -1.830 -4.293 0.1 0.0 -0.1
H 2.714 0.553 -5.917 0.0 0.1 0.0
H 4.694 0.058 -7.194 0.0 0.1 0.0
H 5.499 -0.708 -5.801 0.0 0.0 0.0
C 0.025 2.393 -2.199 0.1 0.1 -0.4
C -0.979 2.084 -3.279 0.1 0.0 0.2
C -1.680 0.749 -3.134 -0.1 0.0 0.0
O -1.949 0.389 -4.501 0.2 0.1 0.2
C -1.025 1.004 -5.277 0.1 0.0 -0.1
O -0.840 0.760 -6.426 0.0 0.0 0.0
O -0.338 1.919 -4.563 0.0 0.0 0.0
H 0.440 3.392 -2.332 0.0 0.0 0.0
H -0.437 2.339 -1.217 0.0 0.0 0.0
H 0.851 1.686 -2.238 0.0 -0.1 0.1
H -1.710 2.891 -3.382 0.0 0.0 0.0
H -2.612 0.806 -2.576 -0.1 0.0 -0.1
H -1.036 -0.014 -2.691 0.1 0.0 0.0
C 5.852 3.973 8.558 0.2 0.1 -0.2
C 4.908 3.479 7.492 0.0 0.0 0.2
C 4.333 2.095 7.729 -0.1 0.0 0.0
O 4.139 1.616 6.393 0.0 0.0 0.0
C 5.011 2.262 5.590 -0.1 0.2 0.0
O 5.223 1.961 4.458 0.2 0.0 0.0
O 5.598 3.283 6.242 0.0 0.0 0.0
H 6.173 4.992 8.347 0.0 0.0 0.0
H 5.362 3.959 9.532 0.0 0.0 0.0
H 6.742 3.345 8.598 -0.1 -0.1 0.0
H 4.111 4.204 7.312 0.0 0.0 -0.1
H 3.387 2.098 8.263 -0.1 0.0 -0.1
H 5.038 1.433 8.238 0.0 0.0 0.0
C 4.460 -1.059 4.177 0.1 0.0 0.1
C 4.261 -2.333 4.953 0.0 0.1 -0.2
C 3.003 -3.108 4.619 0.0 -0.1 0.0
O 2.692 -3.745 5.866 0.0 0.0 -0.1
C 3.222 -2.995 6.861 0.0 0.0 0.0
O 2.987 -3.138 8.017 0.0 0.0 0.0
O 4.051 -2.056 6.353 0.1 -0.1 0.0
H 5.408 -0.595 4.437 0.0 0.0 0.0
H 4.451 -1.256 3.103 0.0 0.0 0.0
H 3.675 -0.341 4.413 -0.1 0.0 0.0
H 5.142 -2.978 4.876 0.0 0.0 0.0
H 3.144 -3.856 3.843 0.0 -0.1 0.1
H 2.176 -2.449 4.347 0.0 0.0 0.0
C -4.821 -1.121 -4.510 0.0 0.2 0.3
C -5.176 -2.417 -3.829 0.0 0.2 -0.2
C -6.493 -3.029 -4.254 0.0 -0.1 0.2
O -6.906 -3.715 -3.056 0.0 0.1 -0.1
C -6.336 -3.100 -2.005 0.0 0.0 0.0
O -6.618 -3.308 -0.864 0.0 0.0 0.0
O -5.400 -2.217 -2.413 0.1 -0.1 0.0
H -3.840 -0.772 -4.201 0.0 -0.1 -0.1
H -4.816 -1.249 -5.592 0.0 0.0 0.0
H -5.545 -0.347 -4.248 -0.1 -0.1 -0.1
H -4.363 -3.140 -3.931 0.0 0.0 0.0
H -6.405 -3.727 -5.074 -0.1 -0.1 0.0
H -7.243 -2.275 -4.499 0.0 0.0 0.0
C -4.995 -3.329 3.475 0.1 -0.1 0.2
C -4.769 -4.607 2.707 -0.1 0.2 0.1
C -5.909 -5.022 1.802 0.1 0.0 -0.1
O -5.791 -6.454 1.807 -0.1 0.0 0.0
C -5.187 -6.822 2.959 0.0 0.0 0.0
O -5.106 -7.939 3.357 0.0 0.0 0.0
O -4.686 -5.737 3.597 0.1 0.0 0.0
H -4.111 -3.062 4.053 0.0 0.0 0.0
H -5.222 -2.514 2.787 0.0 0.0 0.0
H -5.824 -3.450 4.173 -0.1 0.0 -0.1
H -3.831 -4.558 2.148 0.0 0.0 0.0
H -5.825 -4.633 0.793 0.0 -0.1 0.0
H -6.884 -4.751 2.214 0.0 0.0 0.0
C -7.876 -7.874 -6.838 0.1 0.1 0.2
C -8.341 -6.548 -7.380 0.0 -0.2 0.0
C -7.967 -6.267 -8.822 0.0 0.0 -0.1
O -7.843 -4.838 -8.837 0.0 -0.1 0.0
C -7.538 -4.436 -7.586 0.0 0.0 0.0
O -7.185 -3.339 -7.288 0.0 0.0 -0.1
O -7.683 -5.454 -6.709 -0.1 0.0 0.0
H -8.234 -8.024 -5.820 0.0 0.0 0.0
H -8.250 -8.688 -7.459 0.0 0.0 0.0
H -6.786 -7.914 -6.815 0.0 0.0 -0.1
H -9.416 -6.424 -7.229 0.0 0.0 0.0
H -8.721 -6.582 -9.538 0.0 0.1 0.0
H -7.002 -6.703 -9.090 0.0 0.0 0.0
```
Positions in Å, forces in eV/Å.